{"formula": "C3H7N2S", "method": "the ωB97M-V functional and the def2-TZVPD basis", "symbols": ["N", "H", "H", "H", "S", "C", "H", "N", "C", "H", "H", "H", "C"], "positions_angstrom": [[1.717, 0.622, -0.374], [1.983, -0.420, -0.574], [0.951, 1.054, 1.588], [-0.619, -1.950, 1.070], [-0.810, 1.523, 0.126], [-0.817, -1.610, 0.063], [-3.027, 0.586, -0.377], [-1.816, -0.877, -0.227], [-2.029, 0.346, -0.186], [-0.257, -1.944, -0.751], [2.585, 0.871, 0.183], [1.578, 1.262, -1.157], [0.561, 0.536, 0.616]], "energy_ha": -625.8261, "largest_force_ev_per_a": 3.89, "homo_lumo_gap_ev": 8.916, "charge": 1, "lumo_energy_ev": -4.2}